# 1
Molecular formula: C3H3N2
Method: DFT, the ωB97M-V functional and the def2-TZVPD basis

Geometry as ORCA input:
```
! wB97M-V def2-TZVPD RIJCOSX def2/J DEFGRID3
* xyz 1 1
C -1.42486 0.01370 0.03899
N -0.05097 -0.06865 -0.04742
C 1.15213 0.11368 -0.02620
C 2.48697 0.10203 0.07611
N 3.61861 -0.03238 -0.02329
H -1.82302 -0.08599 1.13551
H -1.92955 0.70241 -0.64285
H -2.02931 -0.74479 -0.51085
*
```

Output
**Largest force on an atom**: 9.828 eV Å⁻¹
**LUMO**: -0.25655 Ha
**ΔE to the lowest compared entry with this formula, charge and spin**: 104.8 kJ/mol
**Structure (SMILES)**: C[N+]#CC#N
**E_tot**: -6128.4925 eV
**HOMO level**: -17.471 eV
**HOMO-LUMO gap**: 0.38548 hartree

=====

# 2
Molecular formula: C3H3N2O
Method: DFT, the ωB97M-V functional and the def2-TZVPD basis

Geometry as ORCA input:
```
! wB97M-V def2-TZVPD RIJCOSX def2/J DEFGRID3
* xyz -1 1
C -1.93764 -0.44429 0.21712
C 0.25854 0.28134 -0.39921
C -0.80896 0.36950 0.49017
N -2.93610 -0.98827 -0.10041
N 2.31181 -0.78853 -0.39549
O 3.08733 -0.52765 0.45272
H 0.09395 -0.04037 -1.34517
H 0.86481 1.20798 -0.32062
H -0.93375 0.93029 1.40090
*
```

Output
**Largest force on an atom**: 4.951 eV Å⁻¹
**LUMO (alpha / beta)**: 0.16834 / 0.16362 Ha
**ΔE to the lowest compared entry with this formula, charge and spin**: 84.4 kJ/mol
**E_tot**: -8183.7902 eV
**HOMO level (alpha / beta)**: -1.167 / -2.505 eV
**HOMO-LUMO gap (alpha / beta)**: 0.21123 / 0.25570 hartree